i:
Density functional theory data (ωB97M-V/def2-TZVPD) for a single C4H9N molecule.

The geometry in XYZ format:
```
14
Properties=species:S:1:pos:R:3
C 1.023 -0.402 0.492
C -0.199 -1.161 0.169
C -1.303 -0.088 0.132
N -0.533 1.166 -0.132
C 0.850 0.955 -0.276
H 2.020 -0.826 0.198
H 0.964 -0.005 1.512
H -0.342 -2.210 0.597
H -0.030 -1.450 -0.907
H -1.950 -0.384 -0.626
H -2.036 0.019 0.906
H -0.950 1.679 -0.927
H 1.253 1.841 0.182
H 1.232 0.865 -1.320
```

Computed properties:
2S+1: 1
Gap between HOMO and LUMO (eV): 9.63

ii:
Density functional theory data (ωB97M-V/def2-TZVPD) for a single C4H9N molecule.

The geometry in XYZ format:
```
14
Properties=species:S:1:pos:R:3
C -0.434 -1.346 -0.033
C -0.273 0.160 0.032
C -1.490 0.935 -0.477
C 0.917 0.755 0.186
N 2.162 0.165 0.465
H 0.401 -1.754 -0.616
H -0.210 -1.918 0.882
H -1.362 -1.685 -0.481
H -2.301 0.618 0.176
H -1.274 2.000 -0.428
H -1.538 0.661 -1.533
H 0.845 1.829 0.022
H 2.435 0.424 1.396
H 2.122 -0.844 0.409
```

Computed properties:
2S+1: 1
Gap between HOMO and LUMO (eV): 9.23

iii:
Density functional theory data (ωB97M-V/def2-TZVPD) for 2 unconnected molecules or ions with the total composition C4H9N.

The geometry in XYZ format:
```
14
Properties=species:S:1:pos:R:3
C -0.569 -1.912 0.516
N -0.684 -0.462 0.319
C 0.083 0.327 1.328
C -1.176 0.260 1.523
H -0.398 -2.186 1.569
H -1.490 -2.390 0.166
H 0.268 -2.282 -0.086
H 1.100 0.613 1.536
H -2.104 0.444 2.036
C 0.990 1.514 -1.773
H 0.763 2.582 -1.738
H 1.977 1.355 -1.326
H 1.032 1.188 -2.814
H 0.207 0.948 -1.255
```

Computed properties:
2S+1: 1
Gap between HOMO and LUMO (eV): 9.54

Short version: iii is the least stable of them.

i:
Density functional theory data (ωB97M-V/def2-TZVPD) for a single C4H9N molecule.

The geometry in XYZ format:
```
14
Properties=species:S:1:pos:R:3
C 0.243 -1.360 1.511
C 0.318 0.058 0.976
N 0.415 0.078 -0.478
C -0.841 0.050 -1.198
C -0.016 1.289 -1.135
H 0.199 -1.352 2.603
H -0.648 -1.868 1.134
H 1.118 -1.941 1.198
H -0.564 0.630 1.317
H 1.197 0.578 1.379
H -0.844 -0.561 -2.102
H -1.753 0.026 -0.607
H -0.402 2.097 -0.499
H 0.563 1.617 -1.999
```

Computed properties:
2S+1: 1
Gap between HOMO and LUMO (eV): 10.41

ii:
Density functional theory data (ωB97M-V/def2-TZVPD) for a single C4H9N molecule.

The geometry in XYZ format:
```
14
Properties=species:S:1:pos:R:3
C -0.763 -0.841 0.291
C 0.380 -0.890 -0.662
C 0.494 0.672 -0.997
N -0.114 1.309 0.211
C -0.268 0.279 1.249
H -1.631 -0.420 -0.216
H -1.073 -1.735 0.838
H 1.357 -1.175 -0.273
H 0.112 -1.537 -1.494
H -0.187 0.837 -1.829
H 1.476 1.035 -1.262
H 0.410 2.112 0.530
H 0.738 -0.053 1.520
H -0.933 0.408 2.094
```

Computed properties:
2S+1: 1
Gap between HOMO and LUMO (eV): 9.69

iii:
Density functional theory data (ωB97M-V/def2-TZVPD) for 2 unconnected molecules or ions with the total composition C4H9N.

The geometry in XYZ format:
```
14
Properties=species:S:1:pos:R:3
C 2.360 0.698 -0.219
C 0.977 0.151 -0.246
N 0.767 -1.018 0.252
H 1.448 -1.583 0.759
H -0.280 -1.240 0.182
H 2.686 0.875 -1.246
H 2.345 1.671 0.273
H 3.098 0.058 0.282
C -1.858 -0.102 -0.533
C -2.640 0.141 0.516
H -2.225 0.468 1.465
H -3.710 -0.043 0.528
H -2.343 -0.407 -1.459
H -0.625 0.331 -0.554
```

Computed properties:
2S+1: 1
Gap between HOMO and LUMO (eV): 8.86

Short version: iii is the least stable of them.

i:
Density functional theory data (ωB97M-V/def2-TZVPD) for a single C4H9N molecule.

The geometry in XYZ format:
```
14
Properties=species:S:1:pos:R:3
C 0.523 -0.223 -2.493
C -0.108 0.183 -1.387
C 0.144 -0.453 -0.040
C -0.282 0.558 1.063
N -0.227 -0.022 2.436
H 1.352 -0.922 -2.448
H 0.334 0.337 -3.408
H -0.409 1.238 -1.390
H 1.228 -0.547 0.091
H -0.345 -1.435 0.022
H 0.332 1.459 1.065
H -1.322 0.770 0.826
H 0.090 -0.978 2.491
H -1.168 0.044 2.803
```

Computed properties:
2S+1: 1
Gap between HOMO and LUMO (eV): 10.43

ii:
Density functional theory data (ωB97M-V/def2-TZVPD) for a single C4H9N molecule.

The geometry in XYZ format:
```
14
Properties=species:S:1:pos:R:3
C -1.467 0.173 0.395
C -0.542 0.273 -0.781
C 0.532 -1.043 -0.434
C 1.467 0.045 0.147
N 0.611 1.090 -0.447
H -0.964 -0.132 1.348
H -2.377 -0.481 0.537
H -1.816 1.335 0.601
H -1.081 0.249 -1.691
H 0.105 -1.768 0.298
H 1.210 -1.742 -1.110
H 2.427 -0.057 -0.284
H 1.448 0.051 1.335
H 0.446 2.008 0.085
```

Computed properties:
2S+1: 1
Gap between HOMO and LUMO (eV): 9.91

Short version: ii is the least stable of them.

i:
Density functional theory data (ωB97M-V/def2-TZVPD) for a single C4H9N molecule.

The geometry in XYZ format:
```
14
Properties=species:S:1:pos:R:3
C 1.023 0.460 2.178
C 0.781 0.736 0.891
N -0.286 0.210 0.203
C -0.335 0.071 -1.234
C -1.010 -1.246 -1.706
H 1.691 1.022 2.809
H 0.588 -0.405 2.666
H 1.509 1.225 0.249
H -1.131 0.049 0.702
H 0.697 -0.119 -1.519
H -0.773 0.914 -1.763
H -1.947 -1.059 -2.205
H -1.160 -1.979 -0.914
H -0.334 -1.743 -2.402
```

Computed properties:
2S+1: 1
Gap between HOMO and LUMO (eV): 8.89

ii:
Density functional theory data (ωB97M-V/def2-TZVPD) for a single C4H9N molecule.

The geometry in XYZ format:
```
14
Properties=species:S:1:pos:R:3
C -0.540 1.355 -0.576
C -0.417 -0.001 -0.338
C -0.738 -1.031 -1.428
N 0.092 -0.538 0.867
C 0.955 0.246 1.622
H -0.559 1.694 -1.639
H -0.623 2.106 0.255
H -1.566 -0.754 -2.069
H -0.740 -2.048 -1.015
H 0.096 -0.998 -2.019
H 0.408 -1.456 0.687
H 0.679 1.291 1.671
H 2.030 0.335 1.313
H 0.923 -0.200 2.669
```

Computed properties:
2S+1: 1
Gap between HOMO and LUMO (eV): 8.82

Short version: ii is the least stable of them.

i:
Density functional theory data (ωB97M-V/def2-TZVPD) for a molecular structure, C3H4I2O.

The geometry in XYZ format:
```
10
Properties=species:S:1:pos:R:3
C 0.638 -0.871 0.486
C -0.529 -0.119 0.200
C -0.584 1.087 -0.383
O 0.303 1.591 -1.315
I 0.406 -3.010 1.126
I -2.316 2.141 -0.675
H 1.384 -0.853 -0.248
H 1.042 -0.450 1.508
H -1.426 -0.540 0.790
H 1.082 1.026 -1.489
```

Computed properties:
2S+1: 1
Gap between HOMO and LUMO (eV): 8.64

ii:
Density functional theory data (ωB97M-V/def2-TZVPD) for 2 unconnected molecules or ions with the total composition C3H4I2O.

The geometry in XYZ format:
```
10
Properties=species:S:1:pos:R:3
C -0.040 0.536 -1.627
C -0.139 -0.510 -0.760
C -0.252 -0.465 0.641
O -0.958 0.496 1.242
I 2.230 1.000 1.660
I 0.073 -2.325 1.635
H -0.115 0.586 -2.720
H -0.009 1.574 -1.144
H 0.039 -1.499 -1.062
H -0.828 0.607 2.135
```

Computed properties:
2S+1: 1
Gap between HOMO and LUMO (spin up / spin down) (eV): 5.41 / 6.78

Short version: ii is the least stable of them.

i:
Density functional theory data (ωB97M-V/def2-TZVPD) for 2 unconnected molecules or ions with the total composition C6H9N2O2.

The geometry in XYZ format:
```
19
Properties=species:S:1:pos:R:3
C 2.514 -1.330 -2.389
C -0.952 -0.109 -1.897
C 0.779 -0.963 -0.711
C 1.085 -1.039 -2.030
N -0.614 -0.624 -0.662
N 0.119 -0.335 -2.755
H -0.964 -0.229 0.427
H -1.850 0.279 -2.150
H 1.400 -1.186 0.098
H 2.690 -2.268 -2.972
H 3.118 -1.140 -1.600
H 2.712 -0.587 -3.041
C 0.229 1.813 1.952
C -0.916 0.943 2.456
O -1.496 0.084 1.760
O -1.194 1.170 3.666
H 0.933 1.236 1.346
H 0.805 2.127 2.731
H -0.291 2.557 1.388
```

Computed properties:
2S+1: 1
Total charge: -1
Gap between HOMO and LUMO (eV): 8.46

ii:
Density functional theory data (ωB97M-V/def2-TZVPD) for 2 unconnected molecules or ions with the total composition C6H9N2O2.

The geometry in XYZ format:
```
19
Properties=species:S:1:pos:R:3
C 2.337 1.689 -0.062
C 1.945 2.107 -1.489
O 0.796 1.766 -1.892
O 2.804 2.754 -2.113
H 2.030 2.373 0.731
H 3.425 1.599 0.014
H 1.962 0.701 0.226
C -2.322 -1.312 1.953
C -0.549 -1.864 -1.118
C -0.907 -0.144 0.205
C -1.534 -1.295 0.681
N -0.301 -0.566 -0.940
N -1.313 -2.349 -0.127
H 0.376 -0.042 -1.502
H -0.274 -2.428 -1.992
H -0.841 0.876 0.533
H -1.726 -1.518 2.847
H -3.147 -2.026 1.948
H -2.761 -0.322 2.096
```

Computed properties:
2S+1: 1
Total charge: -1
Gap between HOMO and LUMO (eV): 8.18

iii:
Density functional theory data (ωB97M-V/def2-TZVPD) for 2 unconnected molecules or ions with the total composition C6H9N2O2.

The geometry in XYZ format:
```
19
Properties=species:S:1:pos:R:3
C 1.221 -2.818 1.754
C -0.769 0.140 1.662
C 0.822 -0.686 0.462
C 0.425 -1.588 1.429
N 0.055 0.429 0.651
N -0.566 -1.059 2.180
H 0.080 1.353 -0.058
H -1.446 0.908 1.999
H 1.429 -0.732 -0.429
H 0.628 -3.661 2.106
H 2.008 -2.579 2.469
H 1.753 -3.131 0.848
C -0.895 1.362 -2.471
C -0.711 2.704 -1.755
O -0.236 2.584 -0.565
O -0.989 3.755 -2.321
H -1.610 0.737 -1.934
H 0.050 0.808 -2.527
H -1.247 1.477 -3.501
```

Computed properties:
2S+1: 1
Total charge: -1
Gap between HOMO and LUMO (eV): 8.42

iv:
Density functional theory data (ωB97M-V/def2-TZVPD) for 2 unconnected molecules or ions with the total composition C6H9N2O2.

The geometry in XYZ format:
```
19
Properties=species:S:1:pos:R:3
C -0.820 1.943 3.714
C -1.008 1.563 2.261
O 0.070 1.399 1.591
O -2.121 1.602 1.704
H -0.687 3.006 3.898
H 0.061 1.412 4.081
H -1.665 1.612 4.309
C 0.315 -2.885 -2.916
C 1.505 0.060 -1.205
C -0.242 -1.200 -1.097
C 0.543 -1.627 -2.144
N 0.293 -0.051 -0.597
N 1.716 -0.903 -2.066
H -0.091 0.432 0.258
H 2.151 0.898 -1.003
H -1.197 -1.539 -0.718
H -0.560 -3.334 -2.456
H 1.161 -3.556 -2.926
H 0.048 -2.624 -3.922
```

Computed properties:
2S+1: 1
Total charge: -1
Gap between HOMO and LUMO (eV): 8.43

Short version: i is the least stable of them.